Entry 1:
Density functional theory data (wB97M-V/def2-TZVPD) for 11 unconnected molecules or ions with the total composition C52H116O37P4.

Cartesian coordinates (Å):
C 0.1546 1.3065 0.6883
C -0.7612 0.1637 1.0206
O -0.1471 -1.1086 0.7594
P -1.1316 -2.3596 1.0437
O -2.2759 -1.9450 1.9484
O -0.1166 -3.4701 1.6629
C -0.2900 -4.0265 2.9602
C -1.5002 -4.9982 3.0303
O -1.6329 -2.8136 -0.4047
C -0.8578 -2.6401 -1.5805
C 0.3508 -3.6553 -1.6088
H -0.0112 2.3091 1.0825
H 1.0183 1.1900 1.3429
H 0.5225 1.1833 -0.3303
H -1.1392 0.2119 2.0419
H -1.5763 0.2700 0.3049
H 0.5521 -4.6437 3.2734
H -0.4633 -3.2011 3.6506
H -2.4277 -4.4263 3.0583
H -1.3279 -5.7329 2.2437
H -1.4361 -5.4504 4.0201
H -1.5916 -2.8422 -2.3608
H -0.6300 -1.5860 -1.7393
H -0.1422 -4.4949 -2.0989
H 1.2302 -3.4273 -2.2110
H 0.7647 -3.9937 -0.6589
C -0.2430 11.1146 -1.8022
C 0.0102 10.5813 -0.4052
O -0.7941 9.5276 -0.0908
P -1.1603 8.8767 1.3660
O 0.0786 8.5810 2.1623
O -1.9366 10.0392 2.0597
C -2.8695 9.8705 3.1151
C -2.0355 9.7567 4.4728
O -2.2012 7.7175 1.0578
C -1.7276 6.7283 0.2368
C -1.3217 5.5126 1.0270
H 0.6013 11.7177 -2.1362
H -0.1430 10.3421 -2.5647
H -1.2706 11.4659 -1.8963
H 1.0374 10.2256 -0.4857
H 0.1198 11.4043 0.3010
H -3.4563 10.7889 3.1026
H -3.4957 8.9805 3.0519
H -2.8318 9.6601 5.2109
H -1.5821 8.7670 4.5284
H -1.3254 10.5687 4.6290
H -2.5392 6.5162 -0.4593
H -0.8453 6.9599 -0.3600
H -0.7283 4.7886 0.4687
H -0.5818 5.8039 1.7725
H -2.1697 4.9995 1.4805
C 0.6814 -3.0452 -11.4510
C 0.8802 -2.4846 -10.0989
O -0.1733 -1.5450 -9.7225
P -0.2035 -0.6732 -8.3829
O 1.0581 -0.4522 -7.6418
O -0.8469 0.7114 -8.9382
C -1.6160 1.5556 -8.1025
C -1.1459 3.0051 -8.4381
O -1.5064 -1.3222 -7.6764
C -1.3212 -2.5742 -7.0097
C -0.5916 -2.1429 -5.8162
H -0.2048 -3.6764 -11.3846
H 0.3751 -2.2374 -12.1156
H 1.5179 -3.6729 -11.7584
H 1.1016 -3.2666 -9.3726
H 1.7069 -1.7746 -10.0758
H -2.6085 1.2373 -8.4213
H -1.4644 1.1733 -7.0930
H -1.5635 3.8075 -7.8300
H -0.0588 3.0800 -8.4107
H -1.3660 3.1647 -9.4937
H -2.2165 -3.1243 -6.7199
H -0.7994 -3.3701 -7.5410
H 0.4927 -2.2538 -5.8239
H -0.9557 -1.1909 -5.4300
H -1.0156 -2.7318 -5.0029
C -4.1800 -3.1506 -3.1606
C -4.2438 -1.6687 -2.7449
O -3.5234 -0.8884 -3.7845
P -3.3407 0.6958 -3.6259
O -2.1878 1.2689 -4.4286
O -4.8169 1.2298 -3.8683
C -5.3415 1.1370 -5.2363
C -6.2187 -0.0832 -5.5166
O -3.1577 0.9596 -2.0433
C -4.2313 1.0712 -1.2158
C -3.7861 2.0995 -0.1725
H -4.5209 -3.3686 -4.1727
H -3.1638 -3.5015 -3.3406
H -4.7194 -3.7700 -2.4441
H -5.2803 -1.3988 -2.9472
H -3.7653 -1.4601 -1.7880
H -5.8516 2.0946 -5.3411
H -4.5035 0.9617 -5.9109
H -5.6328 -0.9144 -5.9091
H -6.8750 -0.4732 -4.7386
H -6.9109 0.2058 -6.3075
H -5.0846 1.4428 -1.7832
H -4.5158 0.1282 -0.7488
H -3.5827 3.0132 -0.7309
H -4.6800 2.1578 0.4485
H -2.9459 1.8708 0.4832
C 4.6610 1.7172 -0.6570
C 3.7754 1.4711 0.6569
O 3.0683 2.5948 1.0336
C 3.5914 3.5936 1.7431
O 4.7173 3.6121 2.1024
O 2.6082 4.4858 2.1150
C 2.9180 5.6813 2.7752
H 5.1178 0.9032 -1.2198
H 5.4579 2.4238 -0.4249
H 4.0814 2.2360 -1.4205
H 4.3847 1.1580 1.5047
H 3.0201 0.7121 0.4532
H 2.7851 5.5609 3.8504
H 2.1902 6.4651 2.5650
H 3.8590 6.1862 2.5570
C 0.9986 -7.2609 0.3555
C 2.0299 -6.9896 -0.6974
O 1.5423 -7.5302 -1.9499
C 2.2359 -7.3740 -3.1225
O 3.2198 -6.6597 -3.3489
O 1.6044 -8.0720 -4.1404
C 2.0008 -8.0072 -5.4269
H 0.0316 -6.8658 0.0442
H 1.3102 -6.9348 1.3478
H 0.8056 -8.2986 0.6274
H 2.9267 -7.5127 -0.3654
H 2.2615 -5.9258 -0.6450
H 3.0752 -8.1673 -5.5168
H 1.6037 -7.1557 -5.9794
H 1.4416 -8.8485 -5.8362
C -0.4087 3.3558 -2.2184
C 1.0841 3.8691 -2.2535
O 1.1385 5.1291 -1.6177
C 2.2144 5.9478 -1.6131
O 3.2253 5.7802 -2.3525
O 1.9361 7.0541 -0.8954
C 2.7982 8.1264 -0.8428
H -0.7815 3.3685 -1.1942
H -0.4901 2.2915 -2.4392
H -1.0530 3.9887 -2.8286
H 1.4088 3.8496 -3.2939
H 1.7810 3.1806 -1.7757
H 3.8343 7.8191 -0.7009
H 2.6331 8.8367 -0.0328
H 2.6468 8.7012 -1.7565
C 1.0335 2.7575 5.4686
C 0.4626 2.0717 4.2435
O -0.7851 1.5173 4.6703
C -0.8925 0.1190 4.9955
O 0.0386 -0.7111 4.9052
O -2.0905 -0.1953 5.3695
C -2.3068 -1.4554 5.9325
H 1.9812 3.2580 5.2697
H 1.3053 2.0496 6.2516
H 0.2462 3.4477 5.7716
H 1.2569 1.3940 3.9306
H 0.1716 2.7130 3.4116
H -1.9827 -2.2083 5.2141
H -3.3185 -1.6327 6.2973
H -1.6601 -1.4521 6.8100
C 3.5821 1.3577 8.2066
C 2.6529 0.2747 8.6254
O 2.6937 -0.6526 7.5262
C 2.5024 -1.9634 7.7311
O 2.4343 -2.4156 8.8829
O 2.3357 -2.6061 6.5468
C 1.9020 -3.8895 6.5986
H 3.7454 2.0676 9.0175
H 3.3528 1.9020 7.2905
H 4.6262 1.0606 8.1084
H 1.6049 0.5589 8.5305
H 2.8748 -0.1441 9.6070
H 1.0565 -4.0299 7.2720
H 2.7335 -4.5651 6.7994
H 1.6876 -4.0885 5.5486
C 3.9898 -1.9888 3.3145
C 2.9183 -2.5716 2.2972
O 3.1419 -2.2186 0.9200
C 4.0290 -2.9067 0.1858
O 4.4636 -4.0306 0.5168
O 4.2477 -2.2209 -0.9406
C 5.0773 -2.7410 -1.8922
H 3.3955 -1.8623 4.2194
H 4.5978 -1.1105 3.0975
H 4.6867 -2.7391 3.6879
H 1.8918 -2.3433 2.5840
H 2.8928 -3.6566 2.3992
H 4.7357 -3.5632 -2.5210
H 5.9940 -3.1019 -1.4258
H 5.3081 -2.0165 -2.6732
C -3.9402 -8.4427 5.7853
C -2.7635 -8.5682 6.7481
O -1.6983 -7.6434 6.3862
C -0.9006 -7.9801 5.4197
O -1.0779 -8.8246 4.5176
O 0.0477 -7.0898 5.4807
C 1.2857 -7.3158 4.7145
H -4.1438 -7.3973 5.5533
H -4.8441 -8.7436 6.3150
H -3.8632 -9.0712 4.8981
H -2.4689 -9.5768 7.0379
H -3.0857 -8.1395 7.6970
H 1.9427 -6.4812 4.9593
H 1.0636 -7.3581 3.6482
H 1.7224 -8.3025 4.8691

As for the total energy: -168712.86084 eV. As for the spin multiplicity: 2. Its gap between HOMO and LUMO (alpha / beta) is 8.9 / 1.9 eV. Its total charge is +1.

Entry 2:
Density functional theory data (wB97M-V/def2-TZVPD) for a molecular structure, C52H120N7O11Zr.

Cartesian coordinates (Å):
Zr 24.4538 -34.5919 -33.3159
C 21.6866 -31.2295 -29.3922
C 23.2521 -31.0499 -29.5352
C 23.9091 -31.2874 -28.1832
O 23.7441 -31.8364 -30.5776
H 21.2737 -30.6858 -28.5424
H 21.5920 -32.2914 -29.1656
H 21.0059 -30.9481 -30.1957
H 23.4292 -30.0302 -29.8771
H 23.9388 -32.3402 -27.9024
H 23.4087 -30.7693 -27.3651
H 24.9398 -30.9329 -28.1874
C 17.6949 -36.1948 -38.8727
C 17.6829 -34.8859 -38.0417
C 17.8679 -35.1611 -36.5713
O 17.7885 -33.8871 -35.8918
C 17.8608 -34.0391 -34.5006
N 18.6315 -34.0015 -38.5769
H 18.6639 -36.6882 -38.7970
H 17.4726 -36.0796 -39.9335
H 16.9763 -36.9354 -38.5218
H 16.7078 -34.4338 -38.2235
H 18.8080 -35.6997 -36.4520
H 17.1322 -35.8540 -36.1628
H 16.9353 -34.5401 -34.2167
H 17.8735 -33.0642 -34.0132
H 18.7787 -34.5028 -34.1395
H 19.4259 -34.6178 -38.4810
H 18.4476 -33.8142 -39.5522
C 27.9441 -26.2779 -42.8323
O 26.9396 -25.5962 -42.0193
C 25.6650 -25.6779 -42.6245
C 24.6322 -25.0362 -41.6288
N 24.8636 -25.4339 -40.1923
C 24.3891 -24.4500 -39.2451
C 24.5264 -24.8566 -37.7069
O 24.0624 -26.1916 -37.4745
C 23.9972 -26.4408 -36.0872
H 28.9316 -26.1873 -42.3798
H 27.8547 -26.0145 -43.8863
H 27.8907 -27.3655 -42.7845
H 25.3326 -26.7114 -42.7218
H 25.7574 -25.1166 -43.5542
H 23.6261 -25.1090 -42.0419
H 24.8005 -23.9593 -41.6310
H 25.8656 -25.5334 -40.1130
H 23.3494 -24.1601 -39.3968
H 24.8971 -23.4975 -39.3964
H 23.9094 -24.0891 -37.2395
H 25.5659 -24.8184 -37.3812
H 23.8138 -27.5117 -35.9995
H 23.1620 -25.8323 -35.7403
H 24.9474 -26.2103 -35.6056
C 27.0358 -35.4404 -26.0714
O 26.7712 -35.4515 -27.4441
C 27.1880 -36.6320 -28.1908
C 26.6449 -36.5553 -29.6400
N 26.7166 -35.1956 -30.1724
C 28.1761 -34.8753 -30.3414
C 28.2896 -33.4286 -30.7934
O 27.5397 -33.2593 -32.0158
C 27.7444 -31.9052 -32.5189
H 28.0252 -35.6694 -25.6754
H 26.3150 -36.0667 -25.5459
H 26.8192 -34.4469 -25.6787
H 26.8248 -37.5518 -27.7325
H 28.2780 -36.6307 -28.1830
H 25.6302 -36.9475 -29.7087
H 27.2712 -37.2076 -30.2484
H 26.5551 -34.6596 -29.3317
H 28.6973 -35.4795 -31.0839
H 28.7547 -35.0041 -29.4266
H 29.3499 -33.1970 -30.8946
H 27.8940 -32.7321 -30.0541
H 26.8011 -31.3685 -32.4181
H 27.9835 -31.8940 -33.5823
H 28.5739 -31.3213 -32.1200
C 17.9430 -36.0740 -26.1635
O 16.5336 -36.3114 -26.1577
C 15.8932 -35.4335 -27.0724
C 14.4150 -35.6098 -26.8395
N 13.9537 -35.1766 -25.5060
C 12.5752 -35.4363 -25.1072
C 12.2079 -36.8617 -24.5973
O 13.0793 -37.3148 -23.5728
C 13.0485 -36.6124 -22.4075
H 18.3942 -36.3966 -27.1018
H 18.4519 -36.6286 -25.3751
H 18.1656 -35.0168 -26.0192
H 15.9300 -35.6940 -28.1302
H 16.1928 -34.3934 -26.9438
H 14.1852 -36.6634 -26.9985
H 13.8969 -35.0102 -27.5880
H 14.5821 -35.5359 -24.8017
H 11.9539 -35.2236 -25.9772
H 12.2290 -34.7203 -24.3618
H 12.3774 -37.3573 -25.5531
H 11.1473 -37.0342 -24.4143
H 13.5211 -37.2237 -21.6388
H 12.1411 -36.1660 -22.0007
H 13.7594 -35.7893 -22.4804
C 22.2845 -24.3100 -25.8620
C 20.9858 -24.3306 -24.9774
C 21.1926 -24.6478 -23.4698
C 21.8030 -23.5423 -22.5636
C 20.8267 -22.3069 -22.7471
C 20.6750 -21.8834 -24.2237
N 20.1831 -23.0428 -25.0380
O 19.8151 -22.7870 -26.3939
C 19.5798 -20.7516 -24.1947
C 22.0038 -21.2245 -24.7458
C 20.0562 -25.4562 -25.4420
H 23.0763 -23.8769 -25.2508
H 22.0330 -23.7323 -26.7514
H 22.5841 -25.2602 -26.3041
H 20.2631 -24.9753 -23.0042
H 21.7920 -25.5582 -23.4608
H 22.8181 -23.1764 -22.7179
H 21.7182 -23.8681 -21.5269
H 21.1826 -21.4384 -22.1930
H 19.8265 -22.5979 -22.4260
H 18.5713 -21.1096 -23.9875
H 19.7319 -20.1475 -23.3002
H 19.5594 -20.2290 -25.1510
H 22.8364 -21.9223 -24.8351
H 21.8897 -20.7399 -25.7154
H 22.3545 -20.4828 -24.0281
H 20.4667 -26.4644 -25.4972
H 19.8762 -25.2222 -26.4912
H 19.0449 -25.3650 -25.0458
H 18.8649 -22.6618 -26.3391
C 19.0581 -35.6749 -19.5037
C 19.9258 -34.4406 -19.1021
C 21.3026 -34.4937 -19.8690
C 21.3628 -34.1501 -21.3298
C 20.8035 -32.7682 -21.5582
C 19.3317 -32.5364 -20.9074
N 19.4374 -33.0710 -19.4798
O 18.2569 -32.7807 -18.8459
C 19.0971 -30.9421 -20.8178
C 18.2762 -33.0193 -21.8698
C 20.1917 -34.4002 -17.5908
H 18.0060 -35.5638 -19.2410
H 19.4611 -36.6250 -19.1532
H 19.1671 -35.7476 -20.5858
H 21.9841 -33.8014 -19.3747
H 21.8176 -35.4255 -19.6355
H 20.7637 -34.8831 -21.8700
H 22.2976 -34.1371 -21.8903
H 20.7974 -32.5431 -22.6247
H 21.4515 -31.9570 -21.2263
H 18.0261 -30.8234 -20.6537
H 19.6465 -30.5149 -19.9790
H 19.3139 -30.4264 -21.7532
H 18.4158 -34.0652 -22.1432
H 17.3711 -33.0638 -21.2641
H 18.0970 -32.4426 -22.7773
H 19.2439 -34.6695 -17.1247
H 20.5082 -33.3933 -17.3189
H 21.0132 -35.1000 -17.4370
H 18.6336 -32.0646 -18.3292
C 28.5856 -29.7324 -22.5531
C 27.8599 -29.2097 -21.3344
C 27.6926 -30.4763 -20.3997
C 27.2820 -30.1115 -18.9948
C 28.2160 -29.0515 -18.3315
C 28.4160 -27.7737 -19.2399
N 28.6350 -28.1716 -20.6561
O 28.9488 -27.1053 -21.4602
C 27.1790 -26.8552 -18.9352
C 29.6629 -27.0300 -18.6952
C 26.4679 -28.7242 -21.6953
H 28.7385 -28.8702 -23.2022
H 28.0534 -30.4180 -23.2125
H 29.5702 -30.1361 -22.3173
H 27.0463 -31.2276 -20.8536
H 28.6910 -30.8956 -20.2751
H 27.2813 -30.9728 -18.3267
H 26.2473 -29.7715 -19.0381
H 29.1178 -29.6458 -18.1846
H 27.6456 -28.8079 -17.4352
H 26.2133 -27.3302 -19.1079
H 27.2060 -26.5295 -17.8953
H 27.1454 -25.9745 -19.5764
H 29.7275 -26.1218 -19.2943
H 29.4611 -26.6757 -17.6843
H 30.6071 -27.5726 -18.7421
H 25.9813 -28.0013 -21.0405
H 25.6902 -29.4312 -21.9842
H 26.4236 -28.0710 -22.5667
H 29.8991 -27.1683 -21.5804

As for the total energy: -90052.52928 eV. Its gap between HOMO and LUMO is 0.8 eV. Its total charge is +3.

Which formula does entry 1 have? C52H116O37P4

The highest total charge belongs to which entry? C52H120N7O11Zr

What is the total charge in the second record? +3